1.
Molecular formula: C7H16N5O2
Method: DFT, ωB97M-V/def2-TZVPD

Each line ends with the natural charge from an NBO analysis.
Geometry (Å):
1 C -1.02420 1.16041 -1.48696  0.526
2 C 0.00120 0.64398 1.14881  0.692
3 C 1.42544 -0.41098 -2.45254  0.857
4 C 1.59991 -1.26205 0.68231  -0.438
5 C 1.23329 -2.79306 -3.27355  -0.423
6 C -1.69865 2.20898 1.82133  -0.396
7 C -1.70445 -0.15557 2.76220  -0.407
8 N 0.75802 -0.40921 1.51221  -0.574
9 N 1.48910 -1.57218 -2.69479  -0.491
10 N -0.38505 2.05233 -0.73387  -0.449
11 N -1.12462 0.89740 1.81696  -0.351
12 N 0.51102 1.52550 0.26646  -0.447
13 O -1.10715 0.01490 -1.17401  -0.603
14 O 1.51229 0.75590 -2.33428  -0.615
15 H -1.60824 1.55526 -2.25866  0.157
16 H 2.42709 -0.77538 0.17492  0.211
17 H 2.20182 -1.84158 1.33795  0.241
18 H 0.97281 -1.67146 -0.10174  0.230
19 H 1.62892 -2.74041 -4.31866  0.236
20 H 1.71240 -3.55459 -2.52097  0.224
21 H 0.15677 -3.01670 -3.31840  0.224
22 H -2.40893 2.31585 0.95577  0.217
23 H -2.07160 2.23537 2.77205  0.216
24 H -0.97088 2.92739 1.72700  0.217
25 H -2.75922 0.09485 2.97692  0.251
26 H -1.70345 -0.98674 2.18012  0.212
27 H -0.94523 -0.34047 3.60751  0.212
28 H 0.48304 -0.96679 2.33042  0.417
29 H 0.01527 2.87352 -1.16848  0.421
30 H 1.38330 1.23553 -0.23603  0.431

## Properties
- Energy relative to the best compared isomer or geometry (same formula, charge and spin): 0.0 kJ/mol
- E: -19055.9735 eV
- Charge: +1
- LUMO: -2.360 eV

***

2.
Molecular formula: C28H56FNO16S5
Method: DFT, ωB97M-V/def2-TZVPD

Each line ends with the Löwdin charge.
Geometry (Å):
1 N 20.10800 28.17900 20.82400  0.334
2 H 20.53000 29.23900 21.02200  0.188
3 H 20.13700 27.97300 19.83800  0.121
4 H 19.41100 27.99300 21.34400  -0.017
5 H 20.76900 27.54200 21.17400  0.072
6 F 20.03400 30.35400 18.80000  -0.698
7 C 21.50400 32.31900 21.16100  0.000
8 C 22.86600 31.94600 20.65600  -0.317
9 C 23.10300 32.21700 19.25900  -0.048
10 O 24.02700 33.35300 19.28700  0.116
11 C 24.37900 33.62000 20.51900  -0.614
12 O 25.15200 34.46400 20.92000  0.120
13 O 23.78800 32.80100 21.37300  0.093
14 H 20.54100 31.56100 21.01600  0.128
15 H 21.08400 33.17500 21.07600  0.010
16 H 21.69400 32.24500 22.28100  0.097
17 H 22.98900 30.95500 20.85900  0.095
18 H 22.24200 32.36900 18.79500  0.084
19 H 23.56000 31.34300 18.68300  0.171
20 C 20.93300 31.87000 27.37200  0.004
21 C 21.82200 31.48300 26.09700  -0.268
22 C 22.34700 29.98900 26.38000  0.012
23 O 21.49400 29.35200 25.37200  0.059
24 C 20.98500 30.14400 24.48800  -0.616
25 O 20.33700 29.71500 23.57400  0.144
26 O 21.12400 31.38800 24.91500  0.095
27 H 20.06000 32.45400 27.04500  0.080
28 H 21.45000 32.16400 28.18800  0.035
29 H 20.24300 30.91300 27.49300  0.123
30 H 22.78000 32.21200 26.02300  0.197
31 H 22.12900 29.57000 27.22800  0.086
32 H 23.17200 30.11000 25.93500  0.042
33 C 16.92900 27.88400 18.07300  -0.225
34 C 15.71100 27.84500 19.05000  -0.165
35 C 14.52800 28.26500 18.22300  -0.244
36 S 15.04500 29.26100 16.92000  0.616
37 O 14.66400 30.60100 17.19800  -0.314
38 O 14.69900 28.70600 15.64900  -0.310
39 C 16.77600 29.08400 17.20700  -0.250
40 H 16.92900 26.95000 17.32400  0.161
41 H 17.91000 27.92100 18.55700  0.091
42 H 15.75700 28.59200 19.91000  0.112
43 H 15.78300 26.86900 19.51400  0.093
44 H 13.83300 28.79300 18.70200  0.061
45 H 13.94000 27.62700 17.62200  0.095
46 H 16.95400 30.07100 17.88300  0.149
47 H 17.34000 29.14000 16.34400  0.082
48 C 19.06200 22.28700 21.01700  -0.218
49 C 17.59500 21.97000 20.69900  -0.234
50 C 16.83000 23.28600 20.62100  -0.203
51 S 17.97200 24.34300 19.75800  0.693
52 O 18.25000 25.65900 20.46700  -0.367
53 O 17.68200 24.33600 18.36700  -0.306
54 C 19.42100 23.35900 19.97200  -0.242
55 H 19.59300 21.28300 20.80900  0.148
56 H 19.02800 22.66900 22.02900  0.093
57 H 17.21000 21.32200 21.43100  0.097
58 H 17.59000 21.31600 19.84000  0.117
59 H 16.57800 23.83500 21.53100  0.094
60 H 15.97600 23.22900 19.93300  0.113
61 H 20.32100 23.79800 20.41900  0.107
62 H 19.73100 22.73900 19.09700  0.123
63 C 19.34900 25.66700 26.60000  -0.240
64 C 18.76400 26.93500 26.21300  -0.288
65 C 17.87100 26.62200 25.09000  -0.292
66 S 18.72200 25.57100 24.07100  0.654
67 O 19.68200 26.28500 23.20000  -0.315
68 O 17.90500 24.54700 23.51200  -0.304
69 C 19.71600 24.83300 25.29400  -0.189
70 H 18.56100 25.12500 27.16700  0.132
71 H 20.17200 25.95200 27.19700  0.099
72 H 19.69700 27.66600 25.95500  0.158
73 H 18.07600 27.41100 27.09200  0.176
74 H 17.63000 27.55100 24.43500  0.147
75 H 16.87200 26.46700 25.46000  0.123
76 H 20.70600 25.14900 25.00700  0.086
77 H 19.59700 23.77200 25.61600  0.128
78 C 24.85700 27.59800 24.44600  -0.247
79 C 25.90700 28.56000 23.83900  -0.205
80 C 25.10200 29.22900 22.72400  -0.264
81 S 24.12000 28.06000 22.03000  0.561
82 O 24.85200 27.58700 20.96000  -0.251
83 O 22.84100 28.60900 21.79300  -0.288
84 C 24.07400 26.80800 23.31100  -0.175
85 H 24.37200 28.20800 25.22800  0.084
86 H 25.30100 26.69500 25.13500  0.156
87 H 26.59300 27.88400 23.26200  0.122
88 H 26.41500 29.11600 24.69500  0.148
89 H 25.52900 29.95000 22.11900  0.108
90 H 24.63100 29.82100 23.42400  0.077
91 H 24.86700 25.95900 23.11800  0.156
92 H 23.01000 26.75200 23.60300  0.100
93 C 18.13900 32.48500 22.80700  -0.138
94 C 17.61000 32.82400 21.28400  -0.131
95 C 17.36600 31.40400 20.80300  -0.234
96 S 16.48000 30.48000 22.02900  0.593
97 O 17.08700 29.25300 22.12300  -0.296
98 O 15.05000 30.56800 21.71300  -0.313
99 C 17.03900 31.48300 23.31900  -0.252
100 H 18.33500 33.24700 23.42500  0.052
101 H 19.14600 31.89100 22.84100  0.104
102 H 18.21100 33.43100 20.72800  0.075
103 H 16.85700 33.51700 21.42000  0.087
104 H 18.15300 30.79000 20.47800  0.052
105 H 16.77700 31.53000 19.83500  0.134
106 H 17.57500 30.94500 24.18000  0.122
107 H 16.19500 31.95400 23.79900  0.094

## Properties
- Energy relative to the best compared isomer or geometry (same formula, charge and spin): 0.0 kJ/mol
- E: -121074.3141 eV
- LUMO: -0.429 eV

***

3.
Molecular formula: C4H11N4
Method: DFT, ωB97M-V/def2-TZVPD

Each line ends with the natural charge from an NBO analysis.
Geometry (Å):
1 C 1.28003 0.34804 0.94177  0.413
2 C -0.01451 0.53257 1.71606  -0.308
3 C 1.69516 0.15117 -1.53245  -0.425
4 C -2.23620 1.12348 0.91789  -0.030
5 N 2.34947 0.03464 1.49253  -0.626
6 N 0.97093 0.64501 -0.38590  -0.271
7 N -1.00109 0.84548 0.69552  -0.036
8 N -0.42387 0.73140 -0.49970  -0.224
9 H -0.27250 -0.37947 2.26194  0.278
10 H 0.07593 1.34320 2.44391  0.278
11 H 2.72746 0.49353 -1.46168  0.243
12 H 1.67524 -0.94080 -1.59250  0.217
13 H 1.25616 0.57255 -2.43475  0.226
14 H -2.90399 1.35578 0.10658  0.230
15 H -1.13471 -2.37351 -0.72256  0.058
16 H -2.61222 1.10876 1.92496  0.242
17 H 3.17882 -0.08359 0.92777  0.375
18 H -0.79864 1.23361 -1.29855  0.420
19 H -0.83003 -1.76966 -0.33012  -0.061

## Properties
- Energy relative to the best compared isomer or geometry (same formula, charge and spin): 482.1 kJ/mol
- E: -10276.1927 eV
- Charge: +1
- LUMO: -4.752 eV

***

What orbital gap values result from the calculations? In sequence: 11.04; 7.56; 8.11 eV.